ORCA calculation (ωB97M-V/def2-TZVPD) on one molecule with the formula C9H11NO2S.

```
! wB97M-V def2-TZVPD RIJCOSX def2/J DEFGRID3
* xyz 0 1
C -2.26 1.44 1.36
C -1.19 0.32 1.13
C -0.20 0.24 2.29
C -1.02 -0.31 0.01
N -1.86 -0.29 -1.15
O 0.09 -1.16 -0.12
C 0.88 -1.02 -1.23
C 2.18 -1.76 -0.84
C 3.22 -0.96 -0.72
S 2.94 0.76 -0.93
C 1.31 0.39 -1.44
C 0.50 1.27 -1.95
O -0.21 2.04 -2.44
H -1.81 2.20 1.80
H -2.56 1.79 0.45
H -3.05 1.01 1.93
H -0.65 0.42 3.30
H 0.68 0.97 2.28
H 0.36 -0.72 2.16
H -1.29 -0.67 -1.97
H -2.81 -0.62 -0.95
H 0.46 -1.32 -2.15
H 2.26 -2.78 -0.75
H 4.01 -1.23 -0.08
*
```

Output
**Frontier orbital gap**: 0.3130 Ha
**ΔE to the lowest compared entry with this formula, charge and spin**: 99.3 kcal/mol
**SMILES**: CC(C)=C(N)O[C@@H]1C=CSC1=C=O
**LUMO**: 0.62 eV
**HOMO level**: -7.898 eV